The following is a DFT calculation (wB97M-V/def2-TZVPD) of a 6-piece molecular cluster, C12H37BrN2O5 overall in a non-equilibrium geometry.

```
57
Properties=species:S:1:pos:R:3:forces:R:3
O -2.176140 -21.690970 -29.126380 1.77 0.53 -1.69
H -2.164210 -22.645660 -29.226420 0.04 -2.62 -0.05
H -1.993930 -21.397800 -28.230580 0.25 0.84 2.36
H -3.015660 -21.361630 -29.455530 -2.14 1.15 -0.57
Br -2.431400 -24.836390 -29.512890 0.24 0.05 0.00
C 2.350030 -21.399790 -30.240880 1.00 -1.18 -0.36
C 1.143100 -22.251800 -30.596010 -1.48 0.31 1.57
O 0.976610 -23.313770 -29.635870 1.50 0.20 0.10
H 2.320170 -20.972610 -29.238520 -0.39 0.00 -0.11
H 2.576630 -20.631280 -30.979910 -0.44 0.14 -0.01
H 3.222900 -22.052190 -30.264610 0.27 -0.08 0.14
H 1.099230 -22.645890 -31.611330 0.29 0.23 -0.09
H 0.298910 -21.597200 -30.379340 -0.42 0.15 -0.84
H 0.211790 -23.874620 -29.784530 -0.47 0.16 -0.40
C -5.517380 -25.483160 -33.885770 0.23 1.30 0.03
C -4.298840 -25.161120 -32.963820 -1.23 -0.85 0.41
O -4.706110 -24.270270 -31.918540 -0.52 -0.15 -1.00
H -5.732140 -24.590870 -34.473810 0.17 0.02 -0.44
H -6.470790 -25.613240 -33.373730 0.35 -0.31 0.69
H -5.403010 -26.338770 -34.551320 0.41 0.07 0.05
H -3.431060 -24.742410 -33.473460 -0.15 -0.02 -0.41
H -4.003660 -26.112140 -32.520500 0.30 -0.07 0.12
H -4.129260 -24.441020 -31.170410 0.57 0.15 0.50
C -0.075990 -25.296110 -24.730540 1.41 1.48 0.22
C -0.416210 -25.519000 -26.180980 0.61 -1.20 0.64
C 0.678090 -26.366880 -26.897740 -0.99 0.47 1.04
O 1.791210 -25.547930 -27.104370 0.35 -1.00 -0.63
C 2.595390 -26.101410 -28.122110 0.71 1.30 -0.43
N -1.644200 -26.243680 -26.066000 -1.10 -0.32 -0.98
H -0.761790 -24.615360 -24.226200 -0.25 -0.11 -0.22
H 0.894800 -24.801020 -24.707000 0.31 -0.11 0.41
H -0.032770 -26.217190 -24.149310 0.04 -0.17 -0.19
H -0.546530 -24.592300 -26.739850 -0.06 0.00 0.07
H 0.250050 -26.872570 -27.763280 -0.02 0.76 -0.91
H 0.974930 -27.250310 -26.332460 0.07 -0.12 0.91
H 3.449630 -25.429350 -28.204040 -0.03 0.12 -0.27
H 2.043700 -26.095660 -29.062170 0.03 -0.06 -0.16
H 3.046320 -27.083440 -27.979340 -0.46 -0.44 0.64
H -2.012310 -26.385960 -26.995710 -0.42 -0.22 -0.23
H -1.412270 -27.143050 -25.669220 -0.25 -0.31 0.05
C -5.486760 -27.150150 -27.777020 -0.44 0.43 0.50
C -6.302860 -26.483630 -28.900780 -0.50 0.06 -1.55
C -6.666000 -24.999370 -28.624620 1.67 -0.53 1.07
O -7.575330 -24.943500 -27.545100 -0.11 -0.90 -0.06
C -7.953510 -23.662710 -27.159930 -0.63 0.07 0.09
N -5.592940 -26.684110 -30.219730 0.09 -0.08 1.67
H -4.471010 -26.771460 -27.663310 -0.06 0.76 -0.23
H -5.285810 -28.220910 -27.811730 -0.72 -0.20 -0.60
H -6.020000 -26.947600 -26.848180 0.12 -0.08 0.19
H -7.282110 -26.938800 -29.049050 -0.08 -0.51 0.49
H -6.982870 -24.438090 -29.503630 -0.34 -0.23 -0.23
H -5.752790 -24.539800 -28.246550 0.40 0.43 -0.32
H -8.326470 -23.718870 -26.137260 0.08 -0.01 0.09
H -8.796260 -23.361750 -27.782260 -0.06 0.51 -0.18
H -7.156300 -22.920530 -27.201490 0.20 -0.02 -0.12
H -5.581960 -25.847180 -30.785000 -0.38 0.32 -0.06
H -4.650300 -26.729300 -29.859880 0.69 -0.13 -0.71
```
Positions in Å, forces in eV/Å.

Summary:
E_tot: -96301.921 eV
spin multiplicity: 2
charge: -1
E_LUMO (alpha / beta): 3.0 / 3.0 eV
HOMO (alpha / beta): -1.17 / -6.11 eV
gap between HOMO and LUMO (alpha / beta): 4.2 / 9.1 eV
⟨S²⟩: 0.7506

Atomic partial charges in e from the natural (NBO) method, atoms 1 to 4:
1 O -1.19
2 H 0.51
3 H 0.32
4 H 0.33